Here is a 11-piece molecular cluster, C42H64Cl2O30 overall at a distorted geometry from the Open Molecules 2025 dataset. Energies are from ωB97M-V/def2-TZVPD.

Element x y z (Å)
C1 -4.56685 -8.14190 -1.98912
C2 -3.27577 -7.80083 -1.16471
C3 -2.68038 -8.93056 -0.29840
O1 -1.50412 -9.31106 -0.91897
C4 -1.29160 -8.58045 -2.00746
O2 -0.32644 -8.65917 -2.74669
O3 -2.27051 -7.73416 -2.20132
H1 -5.43725 -8.25419 -1.34268
H2 -4.51431 -9.09600 -2.51355
H3 -4.86091 -7.37975 -2.71076
H4 -3.45887 -6.85131 -0.66173
H5 -3.38834 -9.75896 -0.32347
H6 -2.34979 -8.59525 0.68464
C5 -9.89417 -1.51057 -2.70169
C6 -8.87518 -2.42482 -3.39074
C7 -8.96787 -2.47205 -4.89675
O4 -7.61471 -2.57075 -5.30310
C8 -6.77531 -2.13814 -4.25181
O5 -5.51323 -2.04490 -4.31032
O6 -7.59957 -1.79070 -3.21880
H7 -10.90843 -1.90889 -2.72827
H8 -9.90018 -0.51298 -3.14088
H9 -9.60687 -1.38234 -1.65809
H10 -9.03044 -3.38640 -2.90149
H11 -9.44046 -1.57189 -5.28978
H12 -9.61104 -3.29446 -5.20990
C9 4.84723 0.21421 11.30775
C10 4.14523 1.30561 10.46163
C11 4.91924 2.55829 10.06298
O7 4.58302 2.71574 8.70848
C12 4.16294 1.55610 8.18489
O8 3.97523 1.37773 6.96533
O9 3.84215 0.71498 9.17078
H13 4.38932 -0.77475 11.32726
H14 4.84481 0.56638 12.33929
H15 5.83788 0.10425 10.86660
H16 3.21299 1.61888 10.93164
H17 5.98506 2.50808 10.28571
H18 4.38864 3.30581 10.65271
C13 2.22613 8.17805 6.35663
C14 2.12425 8.52431 4.81805
C15 1.97002 7.28520 3.94806
O10 0.77854 7.45615 3.30125
C16 0.08369 8.51972 3.78548
O11 -1.00945 8.95061 3.43872
O12 0.82978 9.05222 4.82860
H19 2.14687 9.07670 6.96839
H20 3.20215 7.72495 6.53039
H21 1.46280 7.47511 6.69021
H22 2.82038 9.26689 4.42807
H23 2.03418 6.27944 4.36332
H24 2.72627 7.35822 3.16650
C17 0.22791 -1.81453 1.63956
C18 -0.19554 -0.96222 0.50893
C19 -0.09306 0.52374 0.83775
O13 0.74574 0.98874 -0.19458
C20 1.10823 -0.01710 -1.05799
O14 1.86527 0.10721 -1.97946
O15 0.62019 -1.19221 -0.59095
H25 0.10984 -2.85458 1.33550
H26 -0.32704 -1.72944 2.57384
H27 1.28624 -1.57973 1.75319
H28 -1.22672 -1.22054 0.26800
H29 0.27374 0.68825 1.85091
H30 -1.04141 1.06105 0.84311
C21 -5.81739 3.90062 -1.40168
C22 -4.89601 4.94482 -1.98257
C23 -4.10365 4.50929 -3.22234
O16 -4.41144 5.48120 -4.24138
C24 -5.31897 6.38568 -3.72800
O17 -5.81689 7.37008 -4.37782
O18 -5.67002 6.05179 -2.49081
H31 -6.66009 4.26559 -0.81452
H32 -5.19604 3.21994 -0.81971
H33 -6.24835 3.32486 -2.22076
H34 -4.24432 5.24936 -1.16363
H35 -4.31113 3.48461 -3.53071
H36 -3.03551 4.59161 -3.02132
C25 5.83326 -5.54987 -1.39610
C26 6.91898 -6.57105 -1.57940
C27 6.87968 -7.28732 -2.89756
O19 8.13166 -7.20295 -3.47402
C28 8.89568 -6.44708 -2.64146
O20 10.13094 -6.23098 -2.82096
O21 8.12685 -5.85902 -1.71283
H37 5.97633 -4.88232 -2.24581
H38 5.94097 -4.95181 -0.49122
H39 4.89410 -6.10277 -1.41565
H40 6.91941 -7.24188 -0.72028
H41 6.12515 -6.86044 -3.55829
H42 6.69250 -8.33142 -2.64671
C29 -6.70997 -3.99827 4.22278
C30 -7.23961 -5.43617 3.94897
C31 -7.41070 -6.33495 5.16333
O22 -8.51794 -7.14979 4.84244
C32 -9.26180 -6.42330 3.94932
O23 -10.46172 -6.53005 3.75364
O24 -8.53038 -5.31655 3.49175
H43 -6.21025 -3.66362 3.31372
H44 -6.08526 -3.94667 5.11450
H45 -7.54048 -3.29898 4.31945
H46 -6.55283 -5.91979 3.25432
H47 -7.66640 -5.78877 6.07129
H48 -6.48885 -6.89080 5.33456
C33 8.50385 -1.24737 -6.87509
C34 9.63346 -0.21921 -7.02663
C35 10.99040 -0.81657 -7.31559
O25 11.32185 -0.04716 -8.39240
C36 10.40572 0.74300 -8.84589
O26 10.57993 1.48781 -9.81142
O27 9.33029 0.65034 -8.10794
H49 7.60460 -0.75711 -6.50213
H50 8.69186 -1.90845 -6.02908
H51 8.35106 -1.97315 -7.67383
H52 9.75317 0.38275 -6.12584
H53 10.85366 -1.88030 -7.51021
H54 11.73985 -0.68649 -6.53488
C37 3.75263 6.47231 -5.55052
C38 4.94858 6.92726 -6.37795
C39 6.38782 6.64615 -5.93938
O28 6.95861 6.41760 -7.17503
C40 6.05560 6.12726 -8.14382
O29 6.30105 5.85849 -9.29769
O30 4.87279 6.25699 -7.61546
H55 4.04703 5.49248 -5.17455
H56 2.89107 6.29048 -6.19300
H57 3.40034 7.11850 -4.74652
H58 4.84473 7.99872 -6.54911
H59 6.53717 5.73640 -5.35787
H60 6.84060 7.52111 -5.47296
Cl1 -4.75376 3.26041 5.91909
C41 -6.01526 4.49809 5.78792
C42 -7.22787 4.24012 6.67859
Cl2 -8.16258 2.82969 6.11210
H61 -6.26774 4.64802 4.73822
H62 -5.59413 5.44039 6.13838
H63 -7.94844 5.05588 6.62025
H64 -6.90793 4.05777 7.70450

Force components x, y, z for each atom (eV/Å):
C -0.3 -0.3 1.1
C -1.0 -0.9 -2.1
C -1.3 0.6 0.6
O 1.2 -1.0 -0.5
C 2.7 -0.2 -2.0
O -1.5 -0.2 1.5
O -0.8 1.9 0.1
H 0.0 0.1 0.4
H 0.5 0.0 0.0
H 0.5 0.2 0.1
H 0.6 0.1 0.0
H 0.1 -0.1 0.6
H -0.8 -0.1 0.3
C 0.2 0.2 -0.1
C -1.5 1.7 0.4
C -0.8 0.0 0.4
O 1.7 0.1 0.7
C 2.9 0.2 -1.2
O -6.2 -0.4 0.4
O 1.6 -1.0 0.1
H 0.1 -0.1 -0.1
H 0.0 0.0 -0.2
H 0.0 -0.1 0.0
H 1.1 -0.3 -0.1
H 0.3 0.3 -0.1
H 0.6 -0.3 -0.3
C -0.1 1.1 -0.4
C -0.1 -2.0 -0.1
C -1.1 -0.3 1.5
O 1.0 0.7 -0.7
C -1.5 -0.3 -3.7
O 0.8 0.4 4.2
O 0.1 -0.4 -0.2
H -0.4 0.3 -0.4
H 0.5 0.0 0.0
H 0.2 -0.1 0.5
H -0.2 -0.3 -0.2
H 0.0 0.1 -0.4
H 0.8 0.7 -0.3
C 1.8 0.2 -1.0
C -0.9 -1.3 3.5
C 2.6 0.1 -0.8
O -3.1 0.7 -1.1
C -1.5 1.3 0.5
O 3.1 -1.6 0.7
O -2.3 0.8 -2.2
H 0.0 0.0 -0.2
H 0.1 -0.1 0.3
H -0.1 0.0 -0.5
H 0.2 -0.2 0.2
H -0.1 0.3 0.6
H 0.3 -0.4 0.0
C 0.8 -1.1 0.1
C -2.4 0.2 1.3
C -0.5 -0.2 -0.1
O 0.5 0.5 -0.8
C 1.3 0.2 0.4
O -1.3 0.0 0.9
O 0.5 0.4 -1.2
H 0.3 -0.1 0.0
H 0.0 0.5 -0.1
H 0.1 -0.3 0.6
H -0.1 0.1 -0.4
H 0.8 0.1 -0.2
H -0.1 -0.1 -0.5
C -0.1 -0.7 -0.7
C -0.6 0.0 0.0
C 0.8 0.4 0.3
O -1.0 0.6 0.8
C -1.8 3.3 -3.5
O 2.6 -4.7 3.0
O 0.2 0.3 0.4
H 0.4 0.3 0.2
H -0.2 -0.1 0.2
H -0.1 -0.1 0.0
H 0.1 0.7 -0.3
H -0.3 0.2 -0.3
H 0.0 -0.1 -0.1
C 0.1 -0.1 -0.4
C -0.5 1.0 0.5
C -2.1 -1.5 0.3
O 1.8 0.5 0.5
C 5.0 1.4 -1.7
O -5.3 -1.0 0.9
O 1.8 -0.1 0.6
H -0.7 0.2 0.0
H 0.0 -0.3 0.1
H -0.3 0.5 0.0
H 0.5 -0.1 0.0
H 0.0 -0.2 -0.1
H -0.4 -0.1 -0.7
C -0.4 -0.6 -0.5
C 1.7 1.3 1.5
C 1.1 0.5 0.5
O -0.6 0.2 -1.4
C -2.8 1.4 0.4
O 3.2 -0.4 0.1
O -2.2 -1.9 -0.7
H 0.5 0.0 0.3
H 0.2 0.0 -0.2
H -0.2 -0.3 0.4
H -0.3 -0.2 -0.4
H 0.1 0.2 0.0
H -0.3 -0.4 0.1
C 0.2 0.1 1.5
C -1.6 -1.0 1.8
C -1.1 -0.5 0.9
O 4.0 -1.0 -1.8
C 0.3 3.2 -3.7
O -0.7 -1.8 2.2
O -1.1 0.1 0.5
H -0.3 0.1 -0.8
H 0.6 0.0 0.3
H -0.1 0.7 -0.5
H -0.6 0.2 0.1
H 0.5 -0.1 -0.5
H -0.2 0.0 0.1
C 0.4 -1.0 0.0
C -1.2 0.9 1.2
C -1.1 0.0 0.5
O 2.3 -0.2 -2.0
C 1.6 0.0 -1.8
O -0.2 0.2 2.0
O -2.1 -0.2 -0.3
H -0.4 -0.1 0.4
H 0.1 0.2 -0.2
H 0.5 0.1 0.0
H 0.1 0.2 -0.3
H -0.3 0.1 0.5
H 0.1 -0.2 0.1
Cl -0.1 -0.1 0.0
C -0.4 0.8 0.4
C 0.2 -0.3 -0.6
Cl 0.0 -0.3 0.1
H -0.1 -0.3 0.1
H 0.2 0.0 0.0
H 0.4 0.2 0.1
H -0.1 0.0 -0.1

Calculated values
Molecular weight: 1119.85 g/mol
LUMO energy: -0.4 eV

Atom charges from the Mulliken analysis, given in e for atoms 1 to 6:
1. C -1.397
2. C 0.390
3. C -0.368
4. O -0.336
5. C 0.717
6. O -0.586